Computed, not measured: one molecule with the formula COS2, with ωB97M-V/def2-TZVPD.

```
4
Properties=species:S:1:pos:R:3:lowdin_charge:R:1
C -0.52922 0.08804 0.06830 -0.97
S 1.38720 -0.82777 -0.01246 0.28
O -1.55574 -0.44524 -0.04118 0.09
S 0.69775 1.18497 -0.01466 0.60
```

Molecular weight in g mol⁻¹: 92.14
ΔE to the lowest compared entry with this formula, charge and spin in kcal/mol: 0.0
Kohn-Sham gap in eV: 8.50
Max |F| in hartree/bohr: 0.03449
Structure (SMILES): O=C1SS1
E_HOMO in eV: -8.925